{
  "formula": "C25H28Cl5O2Sn",
  "method": "wB97M-V/def2-TZVPD",
  "symbols": ["O", "C", "C", "H", "H", "C", "H", "H", "C", "H", "H", "H", "C", "H", "H", "H", "Sn", "C", "C", "C", "H", "C", "C", "H", "H", "H", "H", "C", "C", "C", "H", "C", "C", "H", "H", "H", "H", "O", "C", "C", "H", "H", "C", "H", "H", "C", "H", "H", "H", "H", "Cl", "C", "C", "C", "Cl", "C", "Cl", "C", "Cl", "C", "Cl"],
  "coordinates": [[3.079, 1.406, -3.508], [3.964, 0.437, -4.381], [4.440, 1.419, -5.375], [3.457, -0.345, -4.982], [4.739, 0.017, -3.728], [3.727, 2.383, -4.419], [3.915, 1.282, -6.322], [5.524, 1.376, -5.440], [2.703, 3.256, -5.140], [1.916, 2.666, -5.644], [3.196, 3.870, -5.917], [2.261, 3.957, -4.416], [4.781, 3.194, -3.676], [5.498, 2.506, -3.201], [4.281, 3.812, -2.920], [5.344, 3.849, -4.365], [1.106, 0.948, -1.444], [2.110, -0.633, 2.250], [1.783, -1.794, 1.470], [2.465, -1.698, 0.238], [1.142, -2.614, 1.777], [3.248, -0.500, 0.246], [3.001, 0.176, 1.480], [3.445, 1.116, 1.798], [1.780, -0.436, 3.265], [2.394, -2.418, -0.579], [3.962, -0.191, -0.525], [-1.221, 2.603, 0.233], [0.030, 3.221, 0.406], [0.681, 3.327, -0.853], [0.374, 3.638, 1.351], [-0.264, 2.796, -1.856], [-1.369, 2.225, -1.116], [-2.255, 1.773, -1.544], [-1.984, 2.522, 1.002], [1.545, 3.956, -1.065], [-0.201, 2.928, -2.937], [1.239, -0.433, -6.345], [0.901, -0.079, -4.973], [1.569, -1.241, -4.115], [-0.199, -0.072, -4.864], [1.334, 0.891, -4.675], [1.949, -2.345, -5.106], [1.115, -1.551, -3.177], [2.552, -0.866, -3.791], [1.077, -1.931, -6.282], [1.916, -3.404, -4.767], [3.005, -2.176, -5.421], [-0.012, -2.120, -6.024], [1.338, -2.410, -7.257], [-0.864, 0.147, 1.761], [-1.638, -0.806, 0.545], [-1.326, -0.640, -0.793], [-2.039, -1.347, -1.736], [-1.986, -0.908, -3.448], [-2.924, -2.428, -1.353], [-3.540, -3.555, -2.516], [-3.269, -2.552, 0.023], [-4.481, -3.665, 0.510], [-2.617, -1.743, 0.993], [-2.987, -1.923, 2.659]],
  "lowdin_charge": [-0.220, -0.137, -0.095, 0.084, 0.141, -0.581, 0.122, 0.122, -0.015, 0.085, 0.095, 0.087, -0.021, 0.095, 0.086, 0.094, 1.479, -0.240, -0.211, -0.245, 0.072, -0.319, -0.221, 0.061, 0.059, 0.064, 0.053, -0.220, -0.151, -0.315, 0.100, -0.379, -0.209, 0.095, 0.083, 0.084, 0.088, -0.170, -0.208, -0.216, 0.037, 0.075, -0.169, 0.078, 0.045, -0.170, 0.125, 0.105, 0.129, 0.121, 0.737, -0.684, -0.229, -0.685, 0.646, -0.699, 0.613, -0.722, 0.638, -0.711, 0.643],
  "de_lowest_kcal_mol": 62.4,
  "max_force_ev_per_a": 4.257,
  "e_tot_ev": -98912.107,
  "e_homo_ev": -3.28,
  "charge": -1,
  "lumo_ha": 0.083,
  "homo_lumo_gap_ha": 0.204
}